The ion C5H13N2 with charge +2 in a non-equilibrium geometry, computed with ωB97M-V/def2-TZVPD.

Summary:
spin multiplicity: 2
LUMO level (spin up / spin down): -0.320 / -0.545 Ha
HOMO energy (spin up / spin down): -19.626 / -19.457 eV
HOMO-LUMO gap (spin up / spin down): 0.4011 / 0.1699 Eh
charge: +2
maximum force: 4.2 eV/A
relative energy (zero: lowest compared OMol25 entry of this formula, charge and spin): 459.8 kJ/mol

Each line ends with the Löwdin spin population.
Element x y z (Å)
1 C -1.4698 2.0081 -1.9830  0.14
2 C -0.3887 1.5080 -0.9944  0.14
3 C -0.3906 -0.0146 -0.9159  0.19
4 C -0.8967 -0.4961 0.5410  0.10
5 N -0.0227 -1.4780 1.2438  0.18
6 C 1.2787 -1.4863 1.3570  0.01
7 N 1.9501 -0.3625 1.0772  0.13
8 H -1.4830 3.1010 -1.8170  0.04
9 H -1.2264 2.0339 -3.0938  0.01
10 H -2.3817 1.4552 -2.2055  0.02
11 H 0.6390 1.7007 -1.3774  0.02
12 H -0.5763 1.8219 0.0180  0.00
13 H 0.6875 -0.4350 -1.0567  0.00
14 H -0.8589 -0.5858 -1.6984  0.01
15 H -0.8433 0.4111 1.1812  0.01
16 H -1.9344 -0.9068 0.7278  0.00
17 H -0.4599 -2.4001 1.2790  0.00
18 H 1.8008 -2.3793 1.6875  0.00
19 H 1.5647 0.5737 1.0388  0.00
20 H 2.9634 -0.4517 1.1233  0.00


The ion C5H13N2 with charge +2 in a non-equilibrium geometry, computed with ωB97M-V/def2-TZVPD.

Summary:
spin multiplicity: 2
LUMO level (spin up / spin down): -0.266 / -0.446 Ha
HOMO energy (spin up / spin down): -18.962 / -19.025 eV
HOMO-LUMO gap (spin up / spin down): 0.4306 / 0.2536 Eh
charge: +2
maximum force: 1.5 eV/A
relative energy (zero: lowest compared OMol25 entry of this formula, charge and spin): 228.0 kJ/mol

Each line ends with the Löwdin spin population.
Element x y z (Å)
1 C 1.6126 0.3745 1.2392  0.03
2 C 0.8633 -0.7371 0.4947  0.10
3 C 0.1599 -0.1463 -0.7753  0.07
4 C -1.0677 0.6807 -0.5643  0.01
5 C -1.3627 1.8377 -1.1304  0.02
6 N -2.2392 -0.0581 0.0416  0.00
7 N 1.7852 -1.7487 0.1319  0.72
8 H 2.5405 0.5508 0.6810  0.00
9 H 0.9993 1.2679 1.3035  0.00
10 H 2.0252 0.0579 2.1982  0.00
11 H 0.1171 -1.0993 1.2135  0.01
12 H -0.1236 -0.9411 -1.4681  0.00
13 H 0.9163 0.4103 -1.3233  0.00
14 H -2.3361 2.2007 -1.4308  0.00
15 H -0.4949 2.3772 -1.4689  0.00
16 H -2.1639 -0.1692 1.0537  0.00
17 H -3.1016 0.4167 -0.2611  0.00
18 H -2.4332 -1.0048 -0.3167  0.00
19 H 1.5126 -2.7171 0.3125  0.01
20 H 2.7909 -1.5525 0.0691  0.02


The ion C5H13N2O with charge -1 in a non-equilibrium geometry, computed with ωB97M-V/def2-TZVPD.

Summary:
LUMO level: 0.130 Ha
HOMO energy: -2.280 eV
SMILES string: C[C@H](C[O-])NCCN
HOMO-LUMO gap: 0.2142 Eh
charge: -1
maximum force: 5.7 eV/A
relative energy (zero: lowest compared OMol25 entry of this formula, charge and spin): 234.2 kJ/mol

Each line ends with the natural charge from an NBO analysis.
Element x y z (Å)
1 C 0.7222 -1.1585 -1.2988  -0.65
2 C -0.1160 0.0932 -1.3918  -0.12
3 C 0.2730 1.0894 -2.6786  0.03
4 O 0.0519 0.6410 -3.8708  -0.92
5 N -0.1028 1.0040 -0.1023  -0.63
6 C 0.2448 0.3536 1.2390  -0.24
7 C -1.0025 -0.2240 1.8203  -0.21
8 N -0.7836 -0.5652 3.2779  -0.91
9 H 0.9120 -1.5065 -2.3764  0.25
10 H 1.6824 -0.8985 -0.7983  0.19
11 H 0.2400 -2.0020 -0.6340  0.17
12 H -1.1551 -0.1419 -1.7372  0.18
13 H 1.3665 1.1861 -2.5070  0.03
14 H -0.0900 2.0414 -2.4296  0.09
15 H 0.6265 1.5846 -0.1197  0.33
16 H 0.9294 -0.5254 1.2511  0.17
17 H 0.7324 1.1764 1.7987  0.17
18 H -1.8728 0.4130 1.6991  0.18
19 H -1.1610 -1.2063 1.2631  0.19
20 H -1.2967 -1.2920 3.6837  0.36
21 H -0.2007 -0.0624 3.9115  0.37


A cluster of 2 separate species, C5H13N2O in total in a non-equilibrium geometry, computed with ωB97M-V/def2-TZVPD.

Summary:
LUMO level (spin up / spin down): 0.137 / 0.137 Ha
HOMO energy (spin up / spin down): -1.728 / -3.157 eV
HOMO-LUMO gap (spin up / spin down): 0.2009 / 0.2535 Eh
charge: -1
maximum force: 4.0 eV/A
relative energy (zero: lowest compared OMol25 entry of this formula, charge and spin): 488.6 kJ/mol

Each line ends with the natural charge from an NBO analysis.
Element x y z (Å)
1 C -0.3845 -0.3325 -1.3003  -0.66
2 C -0.6152 -1.6778 0.7495  -0.62
3 C -1.5542 0.7306 0.6995  -0.63
4 C 1.3255 1.6183 0.4912  -0.46
5 C -0.3198 -0.1705 0.2670  0.13
6 N 3.0353 -0.8579 -0.1807  -0.24
7 N 0.8470 0.3527 0.9237  -0.52
8 O 3.6020 0.2930 -0.2739  -0.52
9 H -0.3384 0.7457 -1.5148  0.19
10 H 0.5170 -0.8673 -1.7255  0.22
11 H -1.4026 -0.6740 -1.5787  0.19
12 H -0.1415 -2.4176 0.1697  0.19
13 H -1.6634 -1.7851 0.6079  0.18
14 H -0.1444 -1.8944 1.6933  0.22
15 H -2.4175 0.1061 0.3799  0.18
16 H -1.6933 0.7661 1.9253  0.21
17 H -1.6308 1.6442 0.1665  0.20
18 H 2.2871 1.4770 -0.0405  0.24
19 H 0.7372 2.1149 -0.3141  0.14
20 H 1.5148 2.2683 1.4104  0.17
21 H 2.6328 -1.0350 -1.1653  0.21


The ion C5H13N2O with charge -2 in a non-equilibrium geometry, computed with ωB97M-V/def2-TZVPD.

Summary:
spin multiplicity: 2
LUMO level (spin up / spin down): 0.250 / 0.259 Ha
HOMO energy (spin up / spin down): 4.271 / 0.198 eV
HOMO-LUMO gap (spin up / spin down): 0.0930 / 0.2520 Eh
charge: -2
maximum force: 1.9 eV/A
relative energy (zero: lowest compared OMol25 entry of this formula, charge and spin): 65.7 kJ/mol

Each line ends with the Löwdin spin population.
Element x y z (Å)
1 N 0.8685 1.0415 -2.5554  0.02
2 C 1.1737 -0.1626 -1.7677  0.13
3 C 1.5645 0.1654 -0.3354  0.22
4 N 0.4296 0.5473 0.4944  0.00
5 C -0.2053 -1.8694 0.8117  0.16
6 C -0.1912 -0.4427 1.3586  0.02
7 C -1.6788 0.0309 1.6251  0.01
8 O -2.1562 0.9277 0.6904  0.00
9 H -0.0535 1.3482 -2.2536  0.00
10 H 1.4976 1.7688 -2.2282  0.03
11 H 1.9724 -0.7519 -2.2534  0.09
12 H 0.3175 -0.8358 -1.7262  0.01
13 H 2.2742 1.0032 -0.3480  0.06
14 H 2.1133 -0.6026 0.2002  0.09
15 H -0.3790 1.0693 0.1220  0.00
16 H -0.5276 -2.5950 1.5554  0.04
17 H -1.0101 -1.9090 0.0671  0.01
18 H 0.7390 -2.2110 0.3789  0.07
19 H 0.3461 -0.4051 2.3168  0.02
20 H -1.6523 0.5663 2.5961  0.00
21 H -2.3012 -0.8791 1.6835  0.00


The ion C5H13N2O with charge -2, computed with ωB97M-V/def2-TZVPD.

Summary:
spin multiplicity: 2
LUMO level (spin up / spin down): 0.252 / 0.251 Ha
HOMO energy (spin up / spin down): 3.852 / -0.151 eV
HOMO-LUMO gap (spin up / spin down): 0.1108 / 0.2570 Eh
charge: -2
maximum force: 0.9 eV/A
relative energy (zero: lowest compared OMol25 entry of this formula, charge and spin): 11.8 kJ/mol

Each line ends with the Löwdin spin population.
Element x y z (Å)
1 C 1.3651 1.3455 0.3904  0.00
2 O 2.6837 1.6341 0.3224  0.00
3 C 0.8408 0.5136 -0.8009  0.00
4 C -0.6546 0.1435 -0.6889  0.04
5 C -0.9675 -1.2621 -0.1704  0.11
6 C -1.3709 -1.3598 1.3252  0.17
7 N -2.5672 -2.1543 1.6356  0.18
8 N 1.1065 1.2124 -2.0803  0.00
9 H 0.7015 2.2643 0.3129  0.00
10 H 1.0489 0.8098 1.3154  0.00
11 H 1.4014 -0.4244 -0.9118  0.00
12 H -1.1259 0.3228 -1.6578  0.02
13 H -1.1657 0.8510 -0.0175  0.01
14 H -0.0958 -1.9258 -0.2708  0.02
15 H -1.7489 -1.8081 -0.6987  0.08
16 H -0.5400 -1.7385 1.9247  0.03
17 H -1.5378 -0.3972 1.8108  0.02
18 H -2.5502 -3.0590 1.1708  0.16
19 H -3.4090 -1.6569 1.3451  0.17
20 H 0.6618 2.1342 -2.0351  0.00
21 H 2.1043 1.3989 -2.0354  0.00